{
  "formula": "C6H6N2S3",
  "method": "ωB97M-V/def2-TZVPD",
  "species": ["S", "S", "S", "N", "N", "C", "C", "C", "C", "C", "C", "H", "H", "H", "H", "H", "H"],
  "coordinates": [[4.504, 0.008, -0.171], [2.348, -2.306, 0.067], [2.044, 1.803, -0.011], [1.866, -0.751, 0.039], [2.748, 0.271, -0.056], [-0.805, 1.720, 0.177], [-0.604, -1.177, 0.232], [-1.830, -0.479, -0.368], [0.585, -0.289, 0.109], [0.474, 1.069, 0.111], [-1.901, 0.980, -0.021], [-2.879, 1.435, -0.004], [-0.837, 2.778, 0.373], [-0.405, -2.125, -0.270], [-1.801, -0.554, -1.461], [-2.737, -0.986, -0.036], [-0.772, -1.396, 1.291]],
  "forces_ev_per_angstrom": [[-3.0139, 0.8828, 0.1768], [0.0773, -0.9564, 0.0717], [0.0742, 0.9711, 0.0384], [-1.9281, -1.6034, 0.1834], [5.2502, 0.7903, -0.3939], [0.0169, -0.0654, 0.0225], [-0.0410, -0.0040, -0.1380], [0.1065, -0.0067, 0.0921], [-0.2619, 0.3815, -0.0426], [0.1407, -0.7434, -0.1116], [-0.2153, 0.1096, 0.0099], [-0.0834, 0.1464, 0.0442], [-0.1689, 0.1939, 0.0221], [-0.0292, 0.0368, 0.0817], [-0.0088, -0.0717, -0.0133], [0.0338, -0.0071, -0.0706], [0.0510, -0.0544, 0.0272]],
  "s2": 2.050,
  "lumo_ha": [0.0165, -0.0928],
  "multiplicity": 3,
  "molar_mass_g_mol": 202.329,
  "homo_energy_ev": [-6.6, -7.9],
  "largest_force_ev_per_a": 5.3,
  "energy_ev": -41800.8129
}